(1)
12
Properties=species:S:1:pos:R:3:forces:R:3:nbo_charge:R:1 method="wB97M-V/def2-TZVPD" smiles=c1c[nH]cn1.O de_lowest_kcal_mol=55.6 homo_lumo_gap_ev=9.27 lumo_ev=0.35
C 1.563 -1.540 0.043 -2.80 2.66 1.32 -0.1047
C 1.298 -0.125 0.367 2.29 -3.62 -0.11 -0.1045
N 0.339 0.262 -0.487 -1.01 -0.37 0.61 -0.5276
C -0.209 -0.852 -1.103 4.87 -1.32 0.97 0.1211
N 0.586 -1.978 -0.899 -0.42 3.05 1.51 -0.4265
H 2.135 -2.147 0.798 -0.54 0.22 -1.63 0.2171
H 1.774 0.411 1.209 -0.51 0.08 -1.08 0.2256
H 0.103 1.213 -0.740 -0.06 -0.25 0.23 0.4152
H -0.701 -0.587 -1.963 -1.79 -0.38 -1.89 0.1857
O -2.727 1.683 0.807 3.54 0.79 0.78 -0.9199
H -1.826 1.416 0.417 -2.23 0.10 0.49 0.4547
H -2.333 2.243 1.552 -1.35 -0.94 -1.20 0.4639

=====

(2)
38
Properties=species:S:1:pos:R:3:forces:R:3:nbo_charge:R:1 method="wB97M-V/def2-TZVPD" spin_multiplicity=7 homo_lumo_gap_ev="5.85 / 9.92" s_squared=12.00 lumo_ev="-1.19 / -1.20"
Ti -4.419 -20.007 24.870 0.25 0.04 0.48 0.6363
Ti -7.117 -19.084 24.277 0.42 -0.34 -0.02 0.8939
N -6.404 -20.960 25.462 1.69 -3.23 -3.21 -1.3134
S -6.564 -22.635 25.130 1.60 -4.40 -2.78 2.4069
O -7.830 -23.290 25.350 1.36 1.97 0.32 -0.8064
O -5.333 -23.358 25.385 -1.48 1.77 0.61 -0.8562
F -6.488 -22.539 23.539 -0.30 0.84 0.56 -0.4738
S -7.272 -20.878 26.687 -4.74 3.23 9.18 2.4461
O -7.198 -21.809 27.823 0.62 1.34 -3.44 -0.8118
O -8.506 -20.188 26.450 -1.29 -1.57 -1.82 -0.8872
F -6.670 -19.498 27.297 2.41 -0.08 0.65 -0.5308
N -8.189 -17.243 23.331 2.88 1.31 -3.61 -1.2629
S -7.664 -16.107 22.179 2.63 1.93 -4.88 2.3672
O -6.276 -15.592 22.338 -3.89 -1.49 0.48 -0.8449
O -8.729 -15.236 21.638 2.30 -2.08 2.22 -0.8225
F -7.477 -17.136 20.964 -0.10 -0.12 0.95 -0.4793
S -9.001 -16.251 24.158 -6.58 3.92 7.09 2.4164
O -10.466 -16.248 23.979 3.56 -0.71 -0.18 -0.8480
O -8.461 -14.958 24.597 0.21 -2.38 -1.77 -0.8587
F -8.739 -17.130 25.516 -0.39 -0.17 -0.06 -0.5159
C -5.167 -16.831 24.987 2.06 3.74 -2.23 -0.2806
O -5.410 -18.042 25.546 -1.13 -2.22 0.78 -0.7885
H -4.335 -16.282 25.430 0.03 -0.17 0.78 0.1928
H -4.755 -16.960 23.986 -0.51 -0.36 -0.26 0.2178
H -5.978 -16.107 24.911 -0.48 -0.51 0.23 0.2251
H -5.725 -17.930 26.446 -0.15 -0.25 0.51 0.5270
C -5.859 -20.143 21.420 -0.63 -1.20 -0.89 -0.2587
O -5.281 -19.261 22.350 -1.37 1.00 0.84 -0.7574
H -5.169 -20.389 20.612 -0.11 0.37 -0.19 0.1923
H -6.165 -21.102 21.838 0.21 0.00 0.39 0.1845
H -6.792 -19.711 21.060 0.31 0.31 -0.24 0.2102
H -4.396 -19.541 22.595 0.90 -0.26 -0.06 0.4595
C -10.543 -19.079 22.221 -0.45 1.22 0.17 -0.2420
O -9.319 -19.626 22.653 1.01 -1.65 0.15 -0.7219
H -11.298 -19.197 22.998 -0.06 0.07 -0.05 0.1827
H -10.323 -18.021 22.073 -0.75 0.17 -0.10 0.1815
H -10.937 -19.456 21.277 0.49 -0.49 0.04 0.1843
H -8.777 -18.871 22.892 -0.52 0.43 -0.65 0.4364

=====

(3)
12
Properties=species:S:1:pos:R:3:forces:R:3:nbo_charge:R:1 method="wB97M-V/def2-TZVPD" smiles="O=C1C=CNN=CO1" de_lowest_kcal_mol=98.5 homo_lumo_gap_ev=8.53 lumo_ev=-0.48
O 2.837 -0.167 -0.132 -1.49 2.78 0.36 -0.5479
C 1.606 -0.037 -0.051 4.28 0.16 -2.15 0.7392
C 0.714 1.029 -0.195 -0.58 5.49 1.43 -0.4636
C -0.645 1.255 -0.086 0.21 -3.16 1.69 0.0778
N -1.651 0.189 -0.067 2.66 2.48 -0.74 -0.4470
N -1.394 -1.141 -0.218 1.31 -0.67 1.15 -0.2779
C -0.245 -1.670 -0.036 0.30 0.38 -0.80 0.3426
O 1.080 -1.150 0.095 -4.72 -8.05 1.43 -0.5023
H 1.385 1.873 0.141 -1.36 0.06 -1.05 0.2432
H -1.000 2.217 0.342 0.10 -0.71 -1.03 0.2318
H -2.568 0.376 0.278 -0.30 0.17 -0.19 0.4014
H -0.118 -2.773 -0.070 -0.41 1.08 -0.09 0.2026

=====

| no. | energy (eV) | F_max (eV/A) |
| --- | --- | --- |
| 1 | -8234.2894 | 5.1 |
| 2 | -129239.6980 | 10.8 |
| 3 | -11284.2700 | 9.4 |